No. 1
The following is a quantum chemistry calculation of C5H11NO2 as an isolated structure, from OMol25.

Results
Energy   -402.21605 Ha
Frontier orbital gap   9.27 eV
Relative energy (zero: lowest compared OMol25 entry of this formula, charge and spin)   4.411 eV

The geometry in XYZ format:
```
19
Properties=species:S:1:pos:R:3:forces:R:3
C 0.8052 1.2553 -1.3298 -0.572 0.115 -0.120
C 0.1443 2.1511 -0.2935 0.203 -0.114 -0.180
O 2.1997 1.4808 -1.2435 -0.129 -0.180 0.058
O 0.5207 -0.1034 -1.1462 -1.407 -1.019 0.659
H 2.6325 0.8717 -1.8529 -0.069 0.001 0.027
H 1.0694 -0.5203 0.1901 0.164 -1.147 3.040
H 0.4593 1.5150 -2.3433 0.069 0.151 0.092
H -0.9375 2.0523 -0.3605 -0.060 0.004 0.050
H 0.4810 1.8645 0.7016 -0.036 -0.042 0.048
H 0.4210 3.1892 -0.4637 -0.023 0.058 -0.045
C -0.2684 -1.4068 1.6595 -2.901 -0.486 -2.221
C -2.2243 -2.0146 0.2229 -0.440 0.378 0.787
C 0.9539 -1.0241 1.4401 0.731 1.985 -2.838
N -1.2436 -1.2439 0.4013 2.417 -0.472 0.883
H -0.7880 -1.9400 2.4464 0.156 0.235 0.316
H -2.5739 -2.6998 0.9992 0.234 -0.119 -0.026
H -2.8587 -1.9334 -0.6531 0.205 0.075 -0.217
H 1.7104 -0.9517 2.2016 0.155 -0.444 0.162
H -0.5030 -0.5419 -0.5761 1.304 1.020 -0.476
```
Forces are in eV/Å.



No. 2
The following is a quantum chemistry calculation of one molecule with the formula C5H11NO2, from OMol25.

Results
Energy   -402.29649 Ha
Frontier orbital gap   9.50 eV
Relative energy (zero: lowest compared OMol25 entry of this formula, charge and spin)   2.222 eV
SMILES string   CC[C@@H](NC)C(=O)O

The geometry in XYZ format:
```
19
Properties=species:S:1:pos:R:3:forces:R:3
C -1.0397 1.1743 1.8632 0.322 0.036 1.276
N 0.3260 0.5790 1.6185 -5.246 -2.934 -3.161
C 1.2021 0.5720 -2.2034 0.247 0.907 2.186
C 0.7677 1.1789 -0.8252 -0.451 -0.753 -0.402
C 0.5694 0.1017 0.2329 2.147 0.581 2.342
C -0.4509 -0.9500 -0.0674 -0.722 -0.506 0.317
O 0.1679 -1.9875 -0.6823 0.056 0.417 -0.244
O -1.6304 -0.9711 0.2210 1.219 -0.172 -0.937
H -1.9855 0.7081 1.4353 2.039 0.656 -0.277
H -0.9979 2.2749 1.7670 -0.418 -0.406 -0.184
H -1.2008 0.9310 2.9123 -0.097 0.510 0.364
H 1.0344 1.0630 1.9900 2.975 2.383 1.480
H 0.7280 1.1693 -2.9420 -0.192 -0.131 -1.112
H 1.1780 -0.4989 -2.2811 -1.210 -0.407 -0.062
H 2.2294 0.6760 -2.2107 2.460 0.785 -0.715
H 1.2224 2.0955 -0.3831 0.968 -1.063 -0.509
H -0.1338 1.6240 -1.0882 -2.401 0.531 0.032
H 1.5676 -0.4360 0.3205 -1.139 0.359 -0.294
H -0.5148 -2.4526 -1.1591 -0.556 -0.794 -0.100
```
Forces are in eV/Å.



| no. | highest occupied orbital energy (eV) | LUMO (eV) | strongest force on any atom (eV/A) |
| --- | --- | --- | --- |
| 1 | -8.8 | 0.5 | 3.7 |
| 2 | -8.7 | 0.8 | 6.8 |